Entry 1:
The following is a DFT calculation (wB97M-V/def2-TZVPD) of a 2-piece molecular cluster, C11H22N2 overall at a distorted geometry.

Element x y z (Å)
C -3.38 3.29 7.11
C -2.71 3.70 6.03
C -1.43 2.42 7.24
C 0.25 -5.02 -10.26
C 2.71 -4.60 -10.03
C 1.75 -6.49 -8.72
C 0.14 4.75 5.12
C 0.89 2.46 5.67
C -0.69 2.72 3.80
C 1.55 -5.32 -9.67
C -0.33 3.27 5.15
N -2.59 2.56 7.84
N -1.50 3.12 6.05
H -4.37 3.39 7.45
H -3.22 4.10 5.14
H -0.56 1.96 7.60
H -0.35 -4.38 -9.61
H 0.39 -4.55 -11.15
H -0.39 -5.87 -10.34
H 3.25 -4.27 -9.08
H 2.49 -3.72 -10.65
H 3.49 -5.28 -10.44
H 1.83 -7.33 -9.40
H 2.71 -6.41 -8.46
H 0.95 -6.69 -8.05
H -0.70 5.42 4.97
H 0.72 4.90 5.99
H 0.66 5.02 4.19
H 1.93 2.74 5.24
H 0.80 1.43 5.67
H 0.99 2.70 6.70
H -0.96 1.65 3.66
H -1.51 3.23 3.34
H 0.10 2.93 3.06
H -2.91 2.17 8.82

Results
- E_tot (eV) = -14727.47684
- multiplicity = 1
- frontier orbital gap (eV) = 7.9
- charge = +2

Löwdin atomic charge list, values in e, 6 entries: atom 1 (C): -0.07, atom 2 (C): -0.01, atom 3 (C): 0.00, atom 4 (C): 0.03, atom 5 (C): 0.00, atom 6 (C): 0.05

Entry 2:
The following is a DFT calculation (wB97M-V/def2-TZVPD) of C11H22N2O in the gas phase.

Element x y z (Å)
C -3.02 -2.95 -0.12
C -3.28 -1.82 0.51
C -4.00 -0.66 -0.09
C -3.13 0.61 -0.07
C -1.91 0.46 -0.97
C -1.02 1.70 -1.01
C -0.40 2.09 0.34
C 0.41 0.99 1.02
C 1.62 0.54 0.19
C 2.47 -0.47 0.96
C 3.65 -0.91 0.11
O 3.69 -1.94 -0.53
N 4.67 -0.03 0.09
N 5.88 -0.30 -0.58
H -2.50 -3.77 0.36
H -3.32 -3.12 -1.14
H -2.96 -1.68 1.54
H -4.91 -0.47 0.48
H -4.29 -0.89 -1.12
H -3.73 1.46 -0.41
H -2.82 0.80 0.95
H -2.25 0.25 -1.99
H -1.33 -0.41 -0.65
H -1.61 2.55 -1.36
H -0.22 1.54 -1.73
H 0.24 2.96 0.18
H -1.20 2.40 1.02
H -0.22 0.13 1.22
H 0.77 1.37 1.98
H 1.29 0.09 -0.74
H 2.23 1.41 -0.06
H 2.83 -0.04 1.90
H 1.87 -1.36 1.18
H 4.70 0.78 0.70
H 5.99 -1.31 -0.61
H 5.80 0.01 -1.56

Results
- E_tot (eV) = -16791.09058
- multiplicity = 1
- frontier orbital gap (eV) = 10.4
- SMILES = C=CCCCCCCCCC(=O)NN

Löwdin atomic charge list, values in e, 6 entries: atom 1 (C): 0.00, atom 2 (C): -0.21, atom 3 (C): -0.22, atom 4 (C): -0.22, atom 5 (C): -0.22, atom 6 (C): -0.21

Entry 3:
The following is a DFT calculation (wB97M-V/def2-TZVPD) of C11H22N2O2Si in the gas phase at a distorted geometry.

Element x y z (Å)
C -0.05 -3.42 -2.46
C -0.49 -2.30 -2.93
Si -0.15 -0.64 -2.16
C 0.12 0.58 -3.48
O -1.24 -0.12 -0.98
N -0.80 1.00 -0.39
C -1.70 1.56 0.35
C -1.25 2.92 0.83
C -3.06 1.13 0.33
C -3.10 -0.21 1.11
O 1.25 -0.84 -1.33
N 1.03 -0.93 0.00
C 1.82 -0.24 0.81
C 3.10 0.39 0.42
C 1.47 -0.24 2.33
C 2.43 -1.01 3.23
H 0.56 -3.28 -1.63
H -0.18 -4.36 -2.86
H -1.00 -2.33 -3.87
H 1.25 0.83 -3.54
H -0.28 1.53 -2.98
H -0.17 0.53 -4.49
H -1.86 3.77 0.48
H -1.21 2.98 1.97
H -0.20 3.16 0.64
H -3.67 1.90 0.90
H -3.40 1.17 -0.69
H -2.86 -0.18 2.21
H -4.04 -0.69 1.11
H -2.37 -0.89 0.67
H 3.03 0.77 -0.65
H 3.92 -0.28 0.44
H 3.21 1.28 1.07
H 1.55 0.77 2.66
H 0.44 -0.56 2.52
H 1.91 -1.32 4.18
H 2.64 -1.97 2.76
H 3.34 -0.46 3.43

Results
- E_tot (eV) = -26713.97396
- multiplicity = 1
- frontier orbital gap (eV) = 9.7
- SMILES = C=C[Si@@](C)(O/N=C(/C)CC)O/N=C(\C)CC

Löwdin atomic charge list, values in e, 6 entries: atom 1 (C): -0.03, atom 2 (C): -0.18, atom 3 (Si): 0.41, atom 4 (C): -0.13, atom 5 (O): -0.22, atom 6 (N): 0.02

Entry 4:
The following is a DFT calculation (wB97M-V/def2-TZVPD) of C11H22N2O3 in the gas phase at a distorted geometry.

Element x y z (Å)
C -0.47 0.74 -4.40
C 0.74 0.02 -3.80
C 0.51 -0.60 -2.41
C -0.57 -1.68 -2.41
C 0.18 0.46 -1.35
N 1.09 1.61 -1.26
C 0.24 -0.12 0.07
O 0.93 -1.06 0.38
N -0.46 0.62 0.99
C -0.06 0.65 2.40
C 1.39 1.18 2.55
O 2.04 1.01 3.55
O 1.89 1.94 1.56
C -0.28 -0.67 3.15
C -1.50 -1.41 2.65
C -0.41 -0.40 4.65
H -0.24 1.13 -5.40
H -1.31 0.09 -4.51
H -0.77 1.59 -3.78
H 1.04 -0.78 -4.48
H 1.59 0.69 -3.76
H 1.41 -1.05 -2.12
H -1.58 -1.28 -2.63
H -0.60 -2.22 -1.46
H -0.35 -2.45 -3.17
H -0.87 0.87 -1.52
H 0.94 2.27 -2.05
H 2.07 1.31 -1.35
H -0.95 1.43 0.65
H -0.72 1.39 2.86
H 1.34 1.96 0.74
H 0.60 -1.34 2.99
H -1.70 -2.33 3.26
H -2.42 -0.78 2.70
H -1.40 -1.74 1.60
H -0.51 -1.36 5.17
H 0.46 0.12 5.06
H -1.30 0.18 4.87

Results
- E_tot (eV) = -20887.92535
- multiplicity = 1
- frontier orbital gap (eV) = 10.1
- SMILES = CC[C@H](C)[C@H](N)C(=O)N[C@H](C(=O)O)C(C)C

Löwdin atomic charge list, values in e, 6 entries: atom 1 (C): -0.09, atom 2 (C): -0.22, atom 3 (C): -0.34, atom 4 (C): -0.05, atom 5 (C): -0.29, atom 6 (N): 0.06

Entry 5:
The following is a DFT calculation (wB97M-V/def2-TZVPD) of a 2-piece molecular cluster, C11H22N2O4P overall at a distorted geometry.

Element x y z (Å)
C 3.13 -4.67 -0.35
C 1.51 -4.56 -0.14
C 0.72 -3.25 0.54
C -0.94 -3.42 0.68
N -1.56 -4.70 0.17
N -1.00 -5.80 -0.41
C 0.48 -5.80 -0.59
H 3.31 -5.37 -1.27
H 3.60 -5.17 0.61
H 3.65 -3.63 -0.49
H 1.30 -2.30 0.88
H -1.59 -2.58 1.17
H -2.62 -4.73 0.29
H 0.96 -6.79 -1.07
O 0.41 0.60 0.73
P 0.19 2.09 0.33
O -0.76 2.44 1.63
C -0.12 2.69 2.87
C 0.48 4.08 2.91
O -1.06 1.74 -0.72
C -1.05 0.52 -1.45
C -1.94 -0.51 -0.78
O -0.05 3.74 -0.12
C 0.46 4.14 -1.39
C -0.61 4.04 -2.46
H 0.64 1.93 3.07
H -0.89 2.60 3.65
H 1.32 4.16 2.21
H 0.84 4.32 3.91
H -0.26 4.83 2.61
H -0.03 0.15 -1.59
H -1.44 0.73 -2.46
H -1.70 -0.63 0.28
H -1.86 -1.48 -1.28
H -2.99 -0.18 -0.82
H 1.34 3.54 -1.65
H 0.77 5.18 -1.29
H -0.67 3.03 -2.86
H -0.38 4.70 -3.30
H -1.60 4.30 -2.07

Results
- E_tot (eV) = -32207.95134
- multiplicity = 1
- frontier orbital gap (eV) = 6.9
- charge = +1

Löwdin atomic charge list, values in e, 6 entries: atom 1 (C): -0.08, atom 2 (C): -0.08, atom 3 (C): 0.10, atom 4 (C): 0.09, atom 5 (N): -0.03, atom 6 (N): 0.05

Entry 6:
The following is a DFT calculation (wB97M-V/def2-TZVPD) of a 2-piece molecular cluster, C11H22N2O6 overall at a distorted geometry.

Element x y z (Å)
N -3.83 -2.45 -0.57
C -2.93 -1.34 -0.31
C -3.49 0.02 -0.69
C -2.33 1.05 -0.71
C -2.75 2.36 -0.12
O -2.85 3.33 -0.80
O -3.34 2.33 1.16
C -2.34 -1.35 1.10
O -1.92 -0.33 1.62
O -2.31 -2.55 1.67
H -4.81 -2.14 -0.51
H -3.70 -2.80 -1.44
H -2.04 -1.51 -0.88
H -4.34 0.32 0.01
H -3.95 -0.03 -1.73
H -1.45 0.71 -0.14
H -2.03 1.24 -1.73
H -3.07 1.52 1.57
H -2.91 -3.01 1.19
C 3.54 1.79 1.63
C 3.38 0.67 0.63
C 4.49 0.83 -0.46
C 1.98 0.67 0.01
C 1.69 -0.45 -0.96
N 0.26 -0.43 -1.27
C 1.97 -1.78 -0.35
O 2.87 -2.52 -0.64
O 1.04 -2.06 0.60
H 4.55 1.81 2.03
H 2.85 1.72 2.50
H 3.37 2.74 1.11
H 3.55 -0.25 1.16
H 4.20 1.64 -1.08
H 5.49 1.07 -0.08
H 4.58 0.03 -1.07
H 1.86 1.66 -0.52
H 1.23 0.71 0.79
H 2.36 -0.30 -1.74
H 0.05 0.45 -1.65
H -0.22 -0.50 -0.37
H 1.30 -2.87 1.03

Results
- E_tot (eV) = -27029.46361
- multiplicity = 1
- frontier orbital gap (eV) = 10.2
- SMILES = N[C@@H](CCC(=O)O)C(=O)O.CC(C)C[C@H](N)C(=O)O

Löwdin atomic charge list, values in e, 6 entries: atom 1 (N): 0.08, atom 2 (C): -0.31, atom 3 (C): -0.10, atom 4 (C): -0.12, atom 5 (C): -0.49, atom 6 (O): 0.13

How do the records compare in LUMO? In the order shown, they have -7.137 0.902 0.834 0.443 -5.253 0.363 eV.
How do the records compare in energy relative to the best compared isomer or geometry (same formula, charge and spin)? In the order shown, they have 0.0 10.0 428.9 60.4 557.2 175.6 kJ/mol.
How do the records compare in HOMO level? In the order shown, they have -0.553 -0.349 -0.325 -0.356 -0.448 -0.362 Eh.